No. 1
The following is a DFT calculation (wB97M-V/def2-TZVPD) of a 2-piece molecular cluster, C4H8O overall at a distorted geometry.

```
13
Properties=species:S:1:pos:R:3
O 1.488 1.908 1.494
C -0.385 -1.722 -1.281
C -0.128 1.991 -0.225
C -0.633 -2.035 -0.013
C 0.464 1.367 0.779
H 0.197 -2.063 0.674
H 1.780 1.283 2.164
H 0.155 0.361 1.043
H -1.123 -1.842 -2.060
H 0.573 -1.320 -1.577
H -1.619 -2.404 0.225
H -0.943 1.486 -0.713
H 0.174 2.990 -0.511
```

Computed properties:
Largest force on an atom, eV Å⁻¹: 1.3
Energy relative to the best compared isomer or geometry (same formula, charge and spin), kJ/mol: 186.24
Orbital gap, eV: 9.76
Total charge: 0

Mulliken population analysis, charges in e, atoms 1 to 8:
1. O -0.49
2. C -0.52
3. C -0.78
4. C -0.53
5. C 0.27
6. H 0.32
7. H 0.34
8. H 0.12

=====

No. 2
The following is a DFT calculation (wB97M-V/def2-TZVPD) of C11H25CoOS4Si as an isolated structure.

```
43
Properties=species:S:1:pos:R:3
Co -0.369 0.703 0.158
S -1.062 -0.418 -1.731
S 1.656 0.790 -0.817
S -1.822 2.319 -0.342
S 0.532 2.063 1.779
Si -2.726 -0.414 2.345
O -1.453 -0.130 1.233
C 1.372 0.728 -2.599
C 2.183 2.500 1.141
C -4.182 -1.074 1.407
C -2.140 0.820 -2.523
C -1.990 -1.600 3.561
C 0.406 -0.436 -2.809
C 2.344 2.400 -0.375
C -3.094 1.243 3.089
C -0.912 3.813 0.117
C -1.828 2.261 -2.149
C -0.428 3.591 1.541
H -3.407 1.970 2.331
H -0.867 2.602 -2.532
H 3.400 2.421 -0.644
H -0.101 3.983 -0.588
H 2.318 0.527 -3.102
H -1.115 -1.179 4.059
H -1.695 -2.531 3.073
H -1.272 3.489 2.226
H -2.091 0.666 -3.601
H 0.178 4.426 1.893
H 2.427 3.500 1.500
H -2.734 -1.839 4.325
H 2.855 1.803 1.644
H -2.228 1.630 3.634
H -3.916 1.149 3.802
H -2.610 2.925 -2.520
H -4.982 -1.341 2.102
H -3.914 -1.970 0.842
H -3.147 0.548 -2.203
H -4.592 -0.334 0.714
H 1.827 3.189 -0.917
H 0.892 -1.386 -2.582
H -1.594 4.664 0.081
H 0.063 -0.487 -3.842
H 0.982 1.680 -2.951
```

Computed properties:
Largest force on an atom, eV Å⁻¹: 0.7
Orbital gap (alpha / beta), eV: 7.14 / 7.11
Total charge: +2

Mulliken population analysis, charges in e, atoms 1 to 8:
1. Co 0.86
2. S 0.12
3. S 0.00
4. S 0.26
5. S 0.07
6. Si 0.12
7. O -0.82
8. C -0.39

=====

No. 3
The following is a DFT calculation (wB97M-V/def2-TZVPD) of one molecule with the formula C17H25Cl3N2O2.

```
49
Properties=species:S:1:pos:R:3
Cl -3.247 -0.055 -3.210
Cl -3.326 -0.377 -0.342
Cl -3.099 2.266 -1.482
O 0.433 -0.549 -3.734
O -1.179 2.204 1.844
N -0.542 0.947 -0.399
N -0.704 -0.927 -1.827
C 1.830 -2.549 -0.705
C 0.970 -2.899 1.667
C 0.174 -1.131 3.293
C -1.069 0.447 -1.627
C 1.789 -3.002 -2.165
C -0.140 2.280 -0.262
C 0.601 2.940 -1.229
C 0.972 -3.407 0.225
C 0.071 -1.323 -2.879
C 0.705 4.895 0.153
C -1.572 2.820 3.044
C 0.432 -2.792 -2.855
C 1.017 4.246 -1.024
C -0.022 4.243 1.140
C 0.191 -1.597 1.842
C -0.448 2.942 0.943
C -2.619 0.569 -1.672
H 1.187 -0.972 3.654
H 1.525 -1.504 -0.647
H 0.513 -3.131 -3.888
H 2.541 -2.444 -2.726
H -0.658 1.003 -2.479
H 2.865 -2.604 -0.361
H -0.372 -0.195 3.380
H 1.358 -4.429 0.208
H -0.060 -3.447 -0.132
H 0.525 -3.663 2.310
H -0.933 -1.576 -1.092
H -0.347 -3.368 -2.357
H -0.708 3.100 3.654
H 1.588 4.750 -1.788
H 2.001 -2.750 1.998
H 0.638 -0.813 1.230
H 2.045 -4.062 -2.224
H 1.025 5.912 0.318
H -0.256 4.766 2.054
H -1.059 0.639 0.418
H 0.863 2.431 -2.143
H -0.305 -1.871 3.931
H -2.189 3.705 2.858
H -2.164 2.077 3.577
H -0.839 -1.747 1.505
```

Computed properties:
Largest force on an atom, eV Å⁻¹: 0.6
Energy relative to the best compared isomer or geometry (same formula, charge and spin), kJ/mol: 0.77
Orbital gap, eV: 8.51
Total charge: 0

Mulliken population analysis, charges in e, atoms 1 to 8:
1. Cl -0.14
2. Cl -0.16
3. Cl -0.13
4. O -0.66
5. O -0.30
6. N 0.69
7. N 0.27
8. C -0.18

=====

No. 4
The following is a DFT calculation (wB97M-V/def2-TZVPD) of an isolated ion of composition C6H14NO and charge +1 at a distorted geometry.

```
22
Properties=species:S:1:pos:R:3
O 1.938 -2.975 -0.633
N 0.608 -1.326 1.371
C 0.641 -1.032 -0.171
C -0.737 -0.675 -0.814
C -1.000 0.734 -1.168
C 1.203 -2.170 -1.124
C 0.305 1.935 0.929
C -0.958 1.666 0.006
H 1.426 -1.756 1.701
H 0.641 3.028 0.550
H 1.341 -0.216 -0.138
H -1.735 1.423 0.705
H -0.345 1.159 -1.960
H -0.168 2.337 1.824
H -0.215 -1.843 1.590
H 0.725 -0.322 1.833
H -2.046 0.663 -1.627
H -1.550 -0.706 0.111
H -1.117 2.700 -0.525
H -0.853 -1.563 -1.437
H 0.921 -2.276 -2.186
H 0.975 1.216 1.162
```

Computed properties:
Largest force on an atom, eV Å⁻¹: 7.2
Energy relative to the best compared isomer or geometry (same formula, charge and spin), kJ/mol: 322.84
Orbital gap, eV: 10.65
Total charge: +1

Mulliken population analysis, charges in e, atoms 1 to 8:
1. O -0.42
2. N -0.18
3. C -0.24
4. C -0.70
5. C -0.71
6. C -0.26
7. C -1.39
8. C -0.37

=====

No. 5
The following is a DFT calculation (wB97M-V/def2-TZVPD) of a 15-piece molecular cluster, C5H35O16 overall at a distorted geometry.

```
56
Properties=species:S:1:pos:R:3
O -0.653 2.882 -1.285
O 2.368 1.532 -2.811
O -4.340 1.618 -1.511
O 3.530 -0.542 -2.292
O 2.486 -3.949 1.017
O 1.245 -0.597 -0.711
O -1.611 1.140 3.855
O -0.735 -2.441 -1.580
O -0.277 0.470 -2.290
O 0.184 -1.494 1.039
O -3.409 0.955 2.036
O -2.226 -3.814 0.677
O 1.084 1.941 3.752
O -2.282 -1.408 2.422
O -0.978 -0.021 -4.732
O -2.362 -0.435 -0.810
C 1.135 -0.888 0.483
C 2.305 -0.317 1.351
C 2.901 0.893 0.652
C 1.910 2.113 0.497
C 2.009 3.203 1.181
H -2.065 1.351 2.961
H -0.615 1.966 -1.671
H 3.441 0.716 -0.218
H 1.571 1.204 3.293
H 0.026 0.053 -4.580
H -2.111 -2.337 2.418
H 1.122 2.034 -0.208
H -2.144 -2.999 0.028
H 0.229 1.626 3.777
H -3.465 1.699 -1.400
H -4.662 1.189 -0.823
H -1.396 -0.611 -0.662
H -2.985 0.269 1.585
H 1.908 -3.452 0.496
H 1.921 1.275 -2.000
H 2.203 -3.933 1.905
H -0.400 -1.938 -0.814
H 0.124 -0.297 -1.660
H 2.675 -0.392 -1.914
H 3.129 1.027 -2.852
H 2.986 -1.128 1.162
H 2.857 3.507 1.886
H -4.238 0.545 2.357
H -1.360 -3.822 1.000
H 1.288 4.030 0.872
H 3.755 -1.278 -2.760
H 0.664 0.824 -2.620
H 0.212 2.899 -0.626
H -2.048 -1.100 1.562
H -0.988 -1.681 -2.223
H -2.394 0.545 -0.839
H 3.772 1.308 1.185
H -1.366 0.044 -3.898
H -1.599 0.224 3.760
H 2.179 -0.082 2.334
```

Computed properties:
Largest force on an atom, eV Å⁻¹: 6.6
Energy relative to the best compared isomer or geometry (same formula, charge and spin), kJ/mol: 523.11
Orbital gap (alpha / beta), eV: 10.25 / 4.31
Total charge: 0
2S+1: 2

Mulliken population analysis, charges in e, atoms 1 to 8:
1. O -0.76
2. O -0.67
3. O -0.56
4. O -0.66
5. O -0.64
6. O -0.36
7. O -0.72
8. O -0.53

=====

No. 6
The following is a DFT calculation (wB97M-V/def2-TZVPD) of one molecule with the formula C4H5NO.

```
11
Properties=species:S:1:pos:R:3
O -1.363 -1.698 0.481
N 0.154 -0.638 -0.938
C 0.701 1.219 0.159
C 0.930 0.510 -0.984
C -0.215 0.468 0.969
C -0.528 -0.650 0.250
H -2.145 -1.352 0.926
H 1.109 2.192 0.395
H -0.569 0.707 1.962
H 1.500 0.760 -1.869
H 0.426 -1.517 -1.351
```

Computed properties:
Largest force on an atom, eV Å⁻¹: 0.5
Energy relative to the best compared isomer or geometry (same formula, charge and spin), kJ/mol: 44.19
Orbital gap, eV: 8.78
Total charge: 0

Mulliken population analysis, charges in e, atoms 1 to 8:
1. O -0.52
2. N -0.11
3. C -0.38
4. C -0.55
5. C -0.48
6. C 0.29
7. H 0.34
8. H 0.38